Below is the molecule C8H13ClNP in a non-equilibrium geometry, with properties calculated with the ωB97M-V functional and the def2-TZVPD basis.

Structure (XYZ):
```
24
Properties=species:S:1:pos:R:3:forces:R:3
C -0.9269 2.4310 -0.6855 0.0 -0.8 1.6
C -0.4071 1.2446 -0.8512 -0.4 -1.3 -2.5
C 1.6017 0.5508 0.2133 -2.3 -0.8 -0.7
C 0.1250 0.3542 0.2163 -1.0 0.9 1.1
C -1.7861 -1.4692 -0.2585 -0.3 0.8 -0.3
C 0.5363 -1.7628 -1.1186 1.2 2.6 -2.2
C 2.3794 0.3798 1.2537 3.0 1.1 -3.9
C -0.3005 -1.1168 0.0089 0.9 -0.2 -0.6
N -0.3723 0.8581 1.5318 0.4 0.1 -0.8
P 0.3261 1.8970 2.5746 -0.6 0.7 0.5
Cl 1.9817 -0.0454 2.7973 0.6 -0.9 1.7
H -1.3291 2.9876 -1.4561 -0.6 1.1 -1.5
H -1.0614 2.7214 0.3354 -0.1 0.8 0.2
H -0.3901 0.7803 -1.8830 0.2 0.7 1.1
H 1.8077 0.9560 -0.7737 1.6 -0.2 0.4
H -2.4074 -0.7474 -0.8437 1.1 -0.3 -0.2
H -1.7841 -2.4501 -0.7746 -0.5 0.5 0.5
H -2.3806 -1.4795 0.6505 0.2 -0.6 0.4
H 1.7200 -1.7015 -1.1204 -2.5 -0.7 0.8
H 0.0510 -2.7055 -1.3492 0.8 -0.3 -0.2
H 0.3654 -1.0572 -2.0258 0.0 -1.4 1.0
H 3.3997 0.6311 0.8521 -0.3 -0.4 2.0
H 0.0145 -1.6047 0.9058 0.0 -0.5 0.9
H -1.1630 0.3481 1.8004 -1.3 -0.7 0.6
```
Forces are in eV/Å.

## Properties
E_tot = -31803.412 eV
Highest occupied orbital energy = -6.59 eV
Orbital gap = 0.257 Eh
Net charge = 0
Relative energy (zero: lowest compared OMol25 entry of this formula, charge and spin) = 0.499 eV